No. 1
Entry from the Open Molecules 2025 dataset: C36H57NP3PdSi as an isolated structure (the ωB97M-V functional and the def2-TZVPD basis).

```
99
Properties=species:S:1:pos:R:3:forces:R:3:mulliken_charge:R:1
Pd 0.247320 -0.658393 0.554384 0.99 -0.43 -0.99 -1.068
C 5.164104 0.064461 1.633896 -0.03 -0.02 0.03 -1.823
C 3.642741 0.034434 1.767172 0.06 -0.11 0.01 0.559
C 3.112040 1.419202 2.130973 -0.02 0.01 -0.01 -1.398
P 2.724982 -0.606902 0.292708 -0.58 0.40 0.16 1.354
C 3.605456 -2.151842 -0.208787 -0.17 -0.09 -0.03 0.558
C 2.938038 -2.727677 -1.456517 -0.10 0.06 0.03 -1.860
C 3.688622 -3.193209 0.901524 -0.01 0.00 0.04 -1.739
C 3.188353 0.526867 -1.060545 0.02 -0.01 0.05 0.278
C 4.468269 0.598046 -1.613863 0.01 -0.03 0.03 -0.829
C 4.744056 1.512929 -2.614167 0.00 0.03 -0.03 -1.018
C 3.745578 2.361927 -3.075606 0.01 0.00 0.01 -0.810
C 2.472034 2.282869 -2.539537 0.03 -0.04 -0.04 -0.114
C 2.178322 1.364173 -1.529577 -0.06 0.01 -0.02 -0.084
Si 0.482032 1.216494 -0.741829 -0.31 -0.50 0.32 2.341
C -0.812379 1.109862 -2.102076 0.04 0.16 0.00 0.085
C -1.062359 2.228750 -2.899741 -0.04 0.01 0.02 -0.753
C -1.939065 2.169018 -3.969138 -0.01 -0.02 -0.02 -1.065
C -2.587493 0.975773 -4.254107 0.00 0.04 -0.01 -1.228
C -2.373320 -0.134865 -3.455435 0.00 0.00 0.02 -0.534
C -1.492881 -0.084809 -2.372012 0.01 -0.07 -0.03 0.373
P -1.238144 -1.493517 -1.221774 -0.15 0.22 -0.12 1.184
C -0.714328 -2.934068 -2.272986 0.00 0.04 0.04 0.836
C -0.412066 -4.146604 -1.388177 0.03 0.05 0.07 -1.245
C -1.587592 -3.362588 -3.451608 0.03 0.02 0.00 -1.502
C -2.933607 -1.754226 -0.504044 0.03 -0.05 0.00 3.026
C -4.177295 -1.816730 -1.386175 0.00 0.02 0.01 -1.758
C -2.945681 -2.899465 0.509611 0.01 0.03 0.01 -1.702
C 0.251304 2.706620 0.390368 0.08 0.03 -0.06 0.125
C 1.018414 3.866514 0.268897 -0.05 0.00 -0.03 -0.709
C 0.825199 4.938787 1.125529 -0.02 0.01 0.02 -0.888
C -0.148542 4.869763 2.112814 0.01 0.02 -0.01 -1.086
C -0.919316 3.725717 2.246913 0.00 0.00 0.01 -0.886
C -0.707042 2.633334 1.408973 -0.04 0.00 -0.09 0.875
P -1.663743 1.079905 1.474286 0.30 -0.02 0.44 0.917
C -3.379986 1.764539 1.260317 -0.03 -0.19 -0.10 0.142
C -4.490149 0.762861 1.586019 0.02 0.04 0.07 -1.639
C -3.543751 2.313106 -0.156486 0.00 0.04 0.02 -1.423
C -1.615337 0.479181 3.236113 0.01 0.06 -0.01 0.461
C -0.153315 0.240694 3.611880 -0.03 0.04 -0.07 -1.529
C -2.325457 1.303332 4.305748 -0.03 -0.01 -0.01 -1.740
H 5.607851 0.328140 2.594932 0.01 0.01 0.01 0.519
H 5.473781 0.821488 0.913311 0.00 0.00 -0.01 0.365
H 5.585087 -0.893493 1.331348 0.02 -0.04 0.00 0.368
H 3.375860 -0.663197 2.571975 -0.03 0.02 -0.02 0.647
H 3.405812 2.150442 1.374922 0.00 0.01 -0.02 0.246
H 3.529445 1.740841 3.086164 0.01 0.01 0.01 0.617
H 2.024719 1.437706 2.205410 0.01 0.00 0.00 -0.110
H 4.620311 -1.846820 -0.473962 0.00 0.02 0.07 0.716
H 1.898535 -2.993418 -1.243891 0.18 0.03 -0.02 0.129
H 3.462522 -3.624184 -1.788653 0.02 -0.03 0.00 0.629
H 2.939889 -2.010354 -2.278057 0.00 0.01 -0.03 0.256
H 2.705320 -3.613638 1.122282 0.02 -0.02 -0.03 0.269
H 4.115954 -2.795615 1.823170 -0.01 0.00 0.01 0.359
H 4.317771 -4.023888 0.580067 0.01 -0.01 0.00 0.494
H 5.260441 -0.057267 -1.278346 0.01 -0.01 0.03 0.434
H 5.737815 1.562123 -3.038542 0.01 0.00 -0.01 0.457
H 3.960852 3.076189 -3.858667 0.01 0.01 -0.02 0.455
H 1.698693 2.933750 -2.926510 -0.03 0.02 -0.02 0.359
H -0.583312 3.173699 -2.668443 0.04 0.03 0.00 0.429
H -2.116662 3.045296 -4.578015 -0.01 0.02 -0.01 0.465
H -3.270904 0.912378 -5.090049 -0.02 0.01 -0.02 0.432
H -2.914017 -1.041513 -3.676420 0.00 -0.04 -0.03 0.674
H 0.238568 -2.562862 -2.671030 -0.03 -0.03 0.00 0.256
H -1.328267 -4.633730 -1.060503 -0.05 -0.03 0.01 0.318
H 0.163503 -3.869535 -0.501198 -0.04 -0.04 -0.04 -0.108
H 0.165127 -4.881140 -1.951221 0.02 -0.01 0.00 0.482
H -2.614552 -3.561453 -3.148441 -0.01 -0.02 0.01 0.177
H -1.190618 -4.289350 -3.870468 0.02 0.00 -0.02 0.449
H -1.593120 -2.625725 -4.250179 -0.02 0.04 -0.01 0.389
H -2.996681 -0.826724 0.073894 0.01 -0.01 -0.04 -2.550
H -4.195889 -2.700606 -2.022236 0.02 -0.02 -0.02 0.385
H -4.290162 -0.933015 -2.010522 -0.01 -0.01 0.01 0.452
H -5.058476 -1.872814 -0.742171 -0.02 -0.01 0.01 0.483
H -3.044702 -3.866403 0.018680 0.01 -0.04 -0.02 0.420
H -3.802914 -2.789610 1.176500 -0.02 0.00 0.02 0.440
H -2.041657 -2.909324 1.119939 0.00 0.00 0.01 0.035
H 1.780598 3.933175 -0.497841 0.03 0.00 -0.01 0.486
H 1.428967 5.830401 1.022553 0.01 0.02 0.00 0.456
H -0.307758 5.707869 2.777923 0.00 0.01 0.01 0.431
H -1.682116 3.692932 3.013168 -0.01 0.00 -0.01 0.416
H -3.439048 2.599016 1.966804 0.02 -0.03 0.01 0.958
H -4.653973 0.075168 0.758531 -0.02 -0.04 -0.04 0.403
H -5.428351 1.294429 1.749774 -0.02 0.02 -0.01 0.458
H -4.287376 0.173762 2.480463 -0.01 -0.01 0.03 0.301
H -3.447596 1.516085 -0.897521 -0.01 -0.01 -0.02 0.001
H -2.798774 3.075272 -0.386692 0.01 0.01 -0.01 0.294
H -4.531549 2.762147 -0.270095 -0.02 0.01 0.00 0.559
H -2.110828 -0.498329 3.158802 -0.01 0.04 0.00 0.472
H 0.331066 1.178968 3.888173 -0.01 0.01 0.00 0.356
H 0.388710 -0.165462 2.743024 0.09 0.07 0.44 -0.041
H -0.066155 -0.446691 4.456090 0.01 0.02 0.02 0.546
H -1.766712 2.210557 4.532103 0.01 0.02 0.01 0.335
H -2.389902 0.728386 5.231244 0.00 0.00 0.02 0.449
H -3.339128 1.583539 4.023580 -0.03 0.00 0.01 0.384
N 0.394941 -2.574852 2.028853 -0.07 0.28 0.02 -0.460
H -0.110150 -2.462375 2.902606 -0.03 0.01 -0.05 0.236
H 1.380559 -2.618769 2.266255 -0.10 -0.05 0.05 0.142
H 0.134601 -3.475828 1.643146 0.01 0.02 -0.02 0.295
```
Positions in Å, forces in eV/Å.

Properties
total charge = +1
orbital gap = 7.618 eV

---

No. 2
Entry from the Open Molecules 2025 dataset: C36H58IrN3O4P as an isolated structure (the ωB97M-V functional and the def2-TZVPD basis).

```
103
Properties=species:S:1:pos:R:3:forces:R:3:mulliken_charge:R:1
Ir -0.842630 -0.064101 -0.943584 0.06 0.25 0.11 2.445
N -2.524210 -1.204407 -0.574782 -0.02 -0.01 -0.01 -0.628
C -2.414333 -2.684531 -0.757943 0.01 0.01 0.06 -0.619
C -1.553297 -3.067762 -1.948314 -0.03 0.01 -0.04 -1.075
C -0.065253 -2.856371 -1.697465 -0.03 0.07 0.02 0.418
O 0.708047 -3.790833 -1.760368 -0.03 -0.02 -0.08 -0.600
O 0.323400 -1.646271 -1.399657 0.04 -0.18 0.07 -0.296
H -2.772855 -1.018354 0.395400 -0.06 -0.03 -0.01 0.332
H -3.286934 -0.850536 -1.146639 0.01 -0.01 -0.02 0.413
H -3.421866 -3.089187 -0.863319 0.00 -0.01 -0.01 0.436
H -1.990210 -3.087429 0.161022 -0.01 0.01 -0.03 0.122
H -1.851183 -2.502494 -2.833769 0.01 0.00 0.00 0.238
H -1.699137 -4.125031 -2.160716 -0.01 0.00 0.00 0.590
O -0.594436 -0.262326 1.295659 0.58 0.20 -0.16 -0.714
C -0.594638 1.071025 1.800946 -0.15 -0.09 -0.01 -0.785
C -1.613357 1.911154 1.073651 0.12 -0.07 -0.02 0.789
C -2.261083 2.971925 1.681616 0.01 0.01 -0.01 -1.044
C -3.124777 3.757773 0.937264 0.00 0.01 0.03 -0.330
C -3.324564 3.455153 -0.399950 0.00 -0.01 -0.02 -0.946
C -2.665488 2.371515 -0.943774 -0.02 -0.01 0.05 0.095
N -1.827909 1.610078 -0.221190 -0.06 0.01 -0.10 0.083
H 0.401464 -0.581317 1.358026 -0.13 -0.16 0.18 0.001
H 0.400027 1.508933 1.660977 0.00 0.04 -0.01 0.249
H -0.818053 1.075363 2.870161 0.01 -0.02 0.00 0.567
H -2.080529 3.175672 2.728199 0.00 0.00 0.00 0.521
H -3.637144 4.593227 1.394814 0.00 0.00 0.00 0.435
H -3.985785 4.042863 -1.019988 0.00 0.00 0.00 0.464
H -2.788105 2.087859 -1.980363 0.01 -0.01 -0.01 0.398
C 2.560228 0.213539 -3.174715 0.02 0.00 0.00 -0.969
N 2.184742 1.486706 -2.561618 -0.01 0.06 -0.04 0.165
C 3.081142 1.944270 -1.514360 -0.01 -0.05 0.03 -0.853
C 0.839172 1.613917 -2.234905 0.06 0.04 0.01 -0.672
C -0.163335 1.251921 -3.294392 0.00 -0.02 0.02 0.956
C -0.151939 1.778882 -4.575828 -0.02 0.00 -0.03 -0.385
C -1.162590 1.414870 -5.456889 0.02 0.00 0.02 -0.878
C -2.160631 0.543016 -5.041508 0.00 -0.01 -0.01 -0.906
C -2.156783 0.019217 -3.751535 0.00 0.03 -0.05 -0.253
C -1.145079 0.368180 -2.860796 -0.19 -0.04 -0.13 -0.539
H 3.642349 0.184125 -3.281693 0.00 0.01 -0.02 0.433
H 2.113230 0.124554 -4.163162 -0.03 0.00 0.02 0.383
H 2.236816 -0.635815 -2.564810 0.02 -0.01 0.02 0.101
H 4.105174 1.943412 -1.881787 0.00 -0.01 0.00 0.360
H 3.027062 1.301395 -0.622867 0.01 -0.02 0.01 0.206
H 2.819984 2.964007 -1.229173 0.00 0.00 0.00 0.311
H 0.643165 2.585348 -1.774117 0.01 0.01 -0.02 0.594
H 0.664957 0.881917 -1.249452 -0.04 -0.04 0.10 -0.328
H 0.635463 2.456377 -4.884012 0.00 0.00 0.00 0.487
H -1.173342 1.808964 -6.463973 0.00 0.00 0.00 0.423
H -2.947579 0.263713 -5.730802 0.00 0.00 0.01 0.467
H -2.954669 -0.661173 -3.470253 0.00 0.00 0.01 0.273
O 1.836062 -0.907338 1.475455 -0.34 0.15 0.06 -0.771
P 2.373434 -2.010591 2.373114 0.14 -0.07 -0.07 0.639
C 0.931257 -2.949861 3.024029 -0.07 0.05 -0.08 -0.195
C 1.197078 -3.995298 4.116015 0.01 -0.01 0.04 -1.189
C 1.387885 -5.403384 3.565395 0.00 0.01 -0.02 -0.514
C 0.147087 -5.827491 2.783730 0.00 -0.02 0.01 -1.173
C -0.110278 -4.894741 1.604286 0.05 0.05 0.08 -0.505
C -0.136682 -3.418503 2.008839 0.03 0.00 0.04 0.401
C 3.648094 -2.962218 1.490831 -0.02 -0.06 0.01 0.695
C 4.634485 -1.985417 0.804520 0.00 0.05 0.01 -1.014
C 4.193674 -1.637877 -0.615404 0.01 -0.01 0.00 0.777
C 4.151057 -2.877076 -1.527561 0.00 0.03 -0.04 -0.810
C 4.035290 -4.160087 -0.707518 -0.03 -0.03 0.01 -1.637
C 3.067994 -3.945759 0.450883 -0.11 0.01 0.09 0.412
C 3.050573 -1.313493 3.944138 -0.01 -0.01 0.04 0.096
C 3.321307 0.204496 3.905633 -0.01 0.00 0.00 -0.695
C 4.747654 0.607230 3.544159 0.01 0.02 -0.02 -0.525
C 5.774225 -0.159921 4.370505 0.00 0.01 0.01 -1.104
C 5.593501 -1.665589 4.211506 0.00 -0.01 0.01 -0.472
C 4.189738 -2.103886 4.619760 0.01 -0.01 -0.01 -1.385
H 0.476280 -2.082240 3.525956 0.00 -0.03 -0.01 0.527
H 0.319093 -4.012123 4.770912 0.00 0.00 0.01 0.532
H 2.035491 -3.700563 4.749873 -0.03 -0.03 -0.03 0.246
H 1.568736 -6.092716 4.391900 0.00 0.00 0.00 0.374
H 2.273920 -5.447192 2.923051 -0.03 0.01 0.00 0.201
H -0.711461 -5.814734 3.465086 0.00 0.00 -0.01 0.363
H 0.247530 -6.853973 2.427655 0.01 0.00 0.00 0.447
H -1.066319 -5.140608 1.134783 -0.03 -0.02 0.01 0.640
H 0.635906 -5.062089 0.836511 0.21 0.00 -0.13 0.111
H -1.102348 -3.224963 2.491076 -0.01 0.03 -0.03 0.833
H -0.097177 -2.786500 1.117419 0.03 -0.02 0.03 -1.382
H 4.176175 -3.533121 2.261574 0.07 0.02 -0.03 1.250
H 5.621899 -2.453420 0.778588 0.00 -0.01 0.02 0.498
H 4.748249 -1.073579 1.387173 -0.01 -0.02 -0.04 -0.677
H 4.875227 -0.887709 -1.021980 -0.01 0.03 -0.01 0.816
H 3.204767 -1.181014 -0.563178 -0.03 -0.01 0.02 -0.987
H 5.032038 -2.919470 -2.171168 0.03 -0.01 0.03 0.394
H 3.278027 -2.813881 -2.180482 0.01 0.01 -0.02 0.250
H 5.011166 -4.469375 -0.320380 0.01 0.00 -0.01 0.355
H 3.675449 -4.974147 -1.337425 -0.02 0.00 0.01 0.584
H 2.859922 -4.895635 0.937260 -0.09 -0.06 0.02 0.590
H 2.128770 -3.572571 0.033631 0.04 -0.01 0.01 -1.066
H 2.174454 -1.430660 4.591693 0.02 0.00 -0.01 0.689
H 3.105768 0.590083 4.907399 0.02 -0.01 0.01 0.669
H 2.611958 0.680059 3.225570 -0.01 0.01 0.01 -0.174
H 4.859665 1.681228 3.708695 0.00 0.00 0.00 0.525
H 4.933456 0.445755 2.478951 0.00 0.01 0.05 0.075
H 5.656814 0.105368 5.427273 0.00 0.00 0.00 0.388
H 6.786022 0.132616 4.085359 0.00 0.00 -0.01 0.441
H 6.319530 -2.199340 4.827702 0.00 0.00 0.00 0.465
H 5.798508 -1.952500 3.178189 -0.01 0.01 -0.03 0.075
H 4.087556 -1.961768 5.700381 0.01 0.03 0.00 0.585
H 4.072492 -3.177046 4.450636 0.01 0.01 0.02 0.400
```
Positions in Å, forces in eV/Å.

Properties
total charge = +1
orbital gap = 8.050 eV
energy relative to the best compared isomer or geometry (same formula, charge and spin) = 0.0000 eV

---

Strongest force on any atom
In order: 1.5 0.6
Unit: eV/Å
DFT total energy
In order: -78970.2719 -63059.4984
Unit: eV